Formula: C21H27N3O4
Source: the OMol25 dataset
Level of theory: the ωB97M-V functional and the def2-TZVPD basis

XYZ file:
```
55
Properties=species:S:1:pos:R:3:mulliken_charge:R:1
C -4.10679 -1.33064 2.70500 -1.161
C -5.21512 -0.72212 1.84888 -0.255
O -4.78136 0.40675 1.10829 -0.324
C -4.12728 0.11405 -0.09967 0.149
C -3.46944 1.41236 -0.57914 -0.549
C -2.35101 1.86107 0.36724 -1.230
N -1.24992 0.92843 0.41018 -0.104
C -0.15776 1.06190 -0.38493 0.200
O 0.02513 2.03147 -1.09050 -0.642
C 0.77808 -0.09632 -0.29965 0.284
C 0.30302 -1.36570 -0.43084 -0.753
N 1.09723 -2.47191 -0.41460 -0.018
C 0.47827 -3.76699 -0.59921 -1.183
C 2.47781 -2.43334 -0.24079 0.890
O 3.13105 -3.47202 -0.21798 -0.787
C 2.98700 -1.09770 -0.10074 -0.621
C 2.18297 0.04906 -0.14292 1.391
C 3.05529 1.16474 0.03193 0.640
C 2.87462 2.54706 0.07759 -0.462
C 3.97816 3.34644 0.27030 -0.825
C 5.25712 2.80070 0.41553 -0.606
C 5.46683 1.44046 0.36597 -0.593
C 4.35800 0.62200 0.17254 -0.344
N 4.29477 -0.74059 0.08832 -0.122
C 5.42373 -1.62456 0.18172 -1.115
O -4.95866 -0.51133 -1.04127 -0.486
C -5.95997 0.25935 -1.69236 -0.238
C -7.09454 0.72378 -0.78556 -1.046
H -4.52295 -2.11237 3.33407 0.415
H -3.32779 -1.76846 2.08460 0.226
H -3.66334 -0.56591 3.33820 0.285
H -6.01639 -0.34778 2.49104 0.351
H -5.62709 -1.47453 1.16623 0.331
H -3.35030 -0.65262 0.06525 0.170
H -3.06245 1.25297 -1.57862 0.419
H -4.22244 2.19896 -0.61326 0.436
H -1.94447 2.80963 0.00864 0.351
H -2.75464 1.98872 1.37346 0.473
H -1.35060 0.10207 0.97523 0.309
H -0.74653 -1.56381 -0.59725 0.747
H 1.27119 -4.51374 -0.57299 0.351
H -0.03361 -3.81185 -1.56115 0.356
H -0.23563 -3.96870 0.20085 0.346
H 1.89365 2.97191 -0.05686 0.505
H 3.86069 4.41918 0.30710 0.412
H 6.09784 3.46245 0.56435 0.390
H 6.45685 1.02367 0.47139 0.450
H 5.91716 -1.50744 1.14937 0.335
H 5.07210 -2.64877 0.07612 0.350
H 6.14305 -1.40416 -0.61026 0.339
H -5.50579 1.11918 -2.19875 0.271
H -6.34706 -0.42330 -2.45407 0.377
H -7.56416 -0.12973 -0.30278 0.251
H -6.72289 1.39532 -0.01653 0.247
H -7.83911 1.24379 -1.38303 0.412
```

Results
E_tot ... -1281.693623 Eh
ΔE to the lowest compared entry with this formula, charge and spin ... 69.0 kJ/mol
Frontier orbital gap ... 8.10 eV
HOMO ... -7.6097 eV
SMILES ... CCOC(CCNC(=O)c1cn(C)c(=O)c2c1c1ccccc1n2C)OCC
Maximum force ... 0.9 eV Å⁻¹

***

Formula: C21H27N3O5PtSSi2
Source: the OMol25 dataset
Level of theory: the ωB97M-V functional and the def2-TZVPD basis

XYZ file:
```
60
Properties=species:S:1:pos:R:3:mulliken_charge:R:1
Pt -0.35960 0.07690 0.08428 -0.228
C -2.17930 2.99384 -1.11737 -1.187
Si -2.16506 1.49833 0.06811 0.797
C -2.55149 2.29310 1.75693 -1.035
C -3.76549 0.55181 -0.34428 0.462
C -5.01967 1.13915 -0.53855 -0.526
C -6.14592 0.37077 -0.79992 -0.564
C -6.02413 -1.01392 -0.86616 -0.632
C -4.78357 -1.60411 -0.66447 -0.333
C -3.63704 -0.84317 -0.40245 -0.133
Si -1.89520 -1.63541 -0.01275 1.082
C -1.85040 -2.82382 -1.50468 -1.296
C -2.42095 -2.48373 1.60953 -1.274
H -3.19765 3.39000 -1.19867 0.510
H -1.82456 2.71797 -2.11165 0.231
H -1.53604 3.79892 -0.74921 0.197
H -3.33098 3.05821 1.65261 0.286
H -1.66540 2.75416 2.19776 0.239
H -2.91712 1.53082 2.45100 0.294
H -5.12335 2.22071 -0.48483 0.237
H -7.11209 0.84293 -0.95255 0.348
H -6.89658 -1.62726 -1.07420 0.340
H -4.70906 -2.68828 -0.71465 0.168
H -2.61888 -3.59974 -1.40227 0.338
H -0.88308 -3.30936 -1.61781 0.304
H -2.07903 -2.25478 -2.41040 0.263
H -3.11184 -3.30860 1.39567 0.318
H -2.96086 -1.75934 2.22533 0.301
H -1.56890 -2.87010 2.16741 0.325
C 4.62390 -1.88265 -0.74404 -1.235
C 3.31225 -1.24979 -0.35414 0.305
N 3.15965 0.00282 -0.22650 0.030
O 4.33224 0.71404 -0.51460 -0.509
C 2.19120 -2.16225 -0.05881 0.391
C 2.49804 -3.63455 -0.01080 -1.447
N 0.97460 -1.75919 0.19093 0.299
O 0.11735 -2.69542 0.51351 -0.801
H 5.36024 -1.11944 -0.97291 0.394
H 4.48944 -2.53120 -1.61221 0.278
H 4.99931 -2.50716 0.06970 0.251
H 4.21403 1.49520 0.06090 0.356
H 3.27898 -3.87092 0.71924 0.320
H 2.83915 -4.00662 -0.98254 0.245
H 1.58828 -4.15925 0.26729 0.383
O 0.87128 2.40294 -1.85062 -0.665
C 1.02420 2.95263 -0.77591 0.183
N 0.83608 2.41074 0.45886 -0.132
S 1.38803 3.35935 1.61737 0.974
O 2.70072 2.95643 2.10519 -0.728
O 0.42154 3.64351 2.64741 -0.769
C 1.65702 4.80057 0.60632 0.133
C 2.04910 6.08230 0.93987 -0.714
C 2.22110 6.98670 -0.10213 -0.367
C 2.01516 6.60002 -1.42600 -0.478
C 1.63017 5.30113 -1.73713 -0.503
C 1.45141 4.40904 -0.69589 0.317
H 2.20649 6.36927 1.97169 0.433
H 2.51895 8.00592 0.11574 0.368
H 2.15463 7.32566 -2.21899 0.362
H 1.46312 4.97408 -2.75536 0.494
```

Results
E_tot ... -2453.414710 Eh
ΔE to the lowest compared entry with this formula, charge and spin ... 109.2 kJ/mol
Frontier orbital gap ... 6.24 eV
HOMO ... -1.7580 eV
Maximum force ... 1.1 eV Å⁻¹
Net charge ... -2

***

Formula: C21H27NO
Source: the OMol25 dataset
Level of theory: the ωB97M-V functional and the def2-TZVPD basis

XYZ file:
```
50
Properties=species:S:1:pos:R:3:mulliken_charge:R:1
C -2.43078 0.11879 3.86059 -1.314
C -1.02325 0.27033 3.39368 0.368
O -0.16686 -0.11845 4.21435 -0.596
C -0.60411 1.19905 2.30339 0.501
C 0.73848 1.99408 2.52434 -0.488
C 1.15126 2.86167 3.78973 -0.727
C 2.27454 3.80554 3.30428 -0.528
C 2.48540 3.54048 1.75953 -1.086
C 1.18535 2.85214 1.26338 0.500
C 1.27819 2.03133 0.15534 -0.936
C 0.46694 0.94718 0.03087 -0.764
C -0.46588 0.27685 1.06741 0.255
C 0.03014 -1.18687 1.10073 -0.969
C -0.16115 -1.97400 -0.26251 -0.858
C -1.61406 -1.99873 -0.63341 -0.455
C -2.04411 -1.30781 -1.78548 -0.617
C -3.46642 -1.26998 -2.07544 -0.575
C -3.72714 -2.21597 -3.21793 0.648
C -3.32273 -1.77414 -4.53052 -0.416
C -3.58063 -2.61814 -5.54098 -0.326
C -4.16686 -3.84903 -5.28897 -0.370
C -4.51622 -4.22184 -3.99436 -0.294
N -4.17265 -3.45055 -2.97980 -0.500
H -2.50561 0.10499 4.99104 0.358
H -2.88829 1.07946 3.50888 0.355
H -2.94945 -0.80523 3.44977 0.234
H -1.44297 1.94776 2.12981 0.493
H 1.43273 1.20124 2.53075 0.160
H 1.58704 2.34551 4.62069 0.298
H 0.24822 3.47174 4.16540 0.300
H 3.28822 3.68497 3.89041 0.291
H 2.05191 4.87525 3.38756 0.226
H 3.39261 2.97315 1.58233 0.359
H 2.73746 4.44448 1.07269 0.394
H 0.37380 3.51286 1.08357 0.409
H 2.12364 2.37588 -0.52428 0.299
H 0.52145 0.63067 -1.05960 0.124
H -1.49062 0.28762 0.73638 0.454
H 1.03408 -1.18727 1.46602 0.500
H -0.50258 -1.71459 1.93678 0.477
H 0.56070 -1.66923 -1.01025 0.478
H 0.17498 -2.93441 0.12613 0.373
H -2.39277 -2.36411 -0.05998 0.460
H -1.24824 -0.95703 -2.33172 0.499
H -4.10769 -1.63405 -1.20154 0.425
H -3.74125 -0.25723 -2.41302 0.304
H -2.83778 -0.80522 -4.72899 0.325
H -3.24889 -2.23842 -6.58295 0.261
H -4.32732 -4.62966 -6.03829 0.331
H -4.80662 -5.22540 -3.61624 0.357
```

Results
E_tot ... -946.233590 Eh
ΔE to the lowest compared entry with this formula, charge and spin ... 466.3 kJ/mol
Frontier orbital gap ... 9.37 eV
HOMO ... -8.6442 eV
SMILES ... CC(=O)[C@H]1[C@@H]2CCC[C@H]2C=C[C@H]1CC/C=C/Cc1ccccn1
Maximum force ... 7.0 eV Å⁻¹

***

Formula: C21H27NO3
Source: the OMol25 dataset
Level of theory: the ωB97M-V functional and the def2-TZVPD basis

XYZ file:
```
52
Properties=species:S:1:pos:R:3:mulliken_charge:R:1
C 0.85314 -1.78909 -5.82756 -1.108
C 0.19700 -2.18426 -4.50653 -0.205
O 0.33764 -1.20729 -3.49155 -0.311
C -0.48340 -0.07053 -3.60689 -0.285
C -1.90932 -0.32636 -3.07829 -0.633
O -2.66217 0.85820 -2.96891 -0.455
C -2.44451 1.71042 -1.92474 0.333
C -3.22616 2.86782 -1.92901 -0.609
C -3.09202 3.80539 -0.92604 -0.524
C -2.18453 3.60515 0.10025 -0.774
C -1.42150 2.44638 0.12695 0.380
C -0.43458 2.26656 1.23552 0.284
O 0.18495 3.19467 1.71756 -0.683
N -0.30215 0.98894 1.65971 -0.067
C 0.64590 0.59468 2.67884 -0.904
C 1.64672 -0.40455 2.14627 0.386
C 2.97639 -0.31575 2.54227 -0.220
C 3.91400 -1.22645 2.08992 -0.700
C 3.53871 -2.23715 1.22158 -0.423
C 2.22112 -2.32760 0.80965 -0.955
C 1.28284 -1.42071 1.27076 -0.234
C -0.08616 0.09776 3.95082 0.645
C 0.89572 -0.04410 5.11016 -1.538
C -0.83064 -1.21630 3.72944 -1.492
C -1.54480 1.50001 -0.88750 -0.440
H 1.88942 -1.51047 -5.65506 0.276
H 0.82123 -2.63077 -6.51364 0.392
H 0.33939 -0.94963 -6.28964 0.305
H -0.86106 -2.42744 -4.66876 0.264
H 0.69651 -3.06756 -4.10009 0.287
H -0.00324 0.70248 -3.00039 0.403
H -0.53987 0.29384 -4.63887 0.184
H -1.85398 -0.86096 -2.12172 0.354
H -2.47067 -0.94453 -3.78453 0.323
H -3.92386 3.00811 -2.73933 0.457
H -3.69513 4.70042 -0.94750 0.384
H -2.05354 4.33436 0.88406 0.489
H -0.89576 0.27766 1.26845 0.314
H 1.17597 1.51804 2.94110 0.664
H 3.27986 0.47969 3.20686 0.429
H 4.94212 -1.14236 2.41043 0.399
H 4.26997 -2.94620 0.86290 0.399
H 1.91956 -3.10645 0.12462 0.406
H 0.26069 -1.51720 0.93488 0.382
H -0.81726 0.87351 4.20628 0.394
H 0.36519 -0.32126 6.01821 0.439
H 1.63227 -0.81475 4.89397 0.348
H 1.41505 0.89375 5.29112 0.353
H -1.34578 -1.50441 4.64316 0.469
H -1.57701 -1.12321 2.94330 0.307
H -0.13620 -2.01057 3.46487 0.303
H -0.90606 0.63008 -0.87739 0.808
```

Results
E_tot ... -1096.891757 Eh
ΔE to the lowest compared entry with this formula, charge and spin ... 249.4 kJ/mol
Frontier orbital gap ... 9.31 eV
HOMO ... -8.6461 eV
SMILES ... CCOCCOc1cccc(C(=O)N[C@H](c2ccccc2)C(C)C)c1
Maximum force ... 0.6 eV Å⁻¹

***

- Which value of E_tot does entry 1 give?
  -1281.693623 Eh

***

- Among the records above, which one has the lowest HOMO?
  C21H27NO3

***

- Which value of E_tot does entry 3 give?
  -946.233590 Eh

***

- Among the records above, which one has the lowest ΔE to the lowest compared entry with this formula, charge and spin?
  C21H27N3O4